1.
Computed, not measured: a single C8H14Si molecule at a distorted geometry, with the ωB97M-V functional and the def2-TZVPD basis.

Last column: natural (NBO) charge in e.
Element x y z (Å)
C: -1.89186 1.94875 0.15486  -0.608
C: -1.39115 0.43438 -0.38896  -0.305
C: -2.54730 -0.51673 -0.43872  -0.140
C: -2.23211 -1.73873 -0.00121  -0.266
C: -0.83240 -1.79639 0.26731  -0.174
C: -0.27180 -0.52680 0.13987  -0.465
Si: 1.36855 0.13329 0.63964  1.349
C: 2.09196 1.28987 -0.74291  -1.067
C: 2.57388 -1.37911 0.47895  -1.068
H: -1.87632 1.84052 1.30329  0.216
H: -2.98075 2.18542 -0.07763  0.226
H: -1.11521 2.71798 -0.20694  0.224
H: -1.19641 0.64983 -1.44391  0.248
H: -3.55701 -0.11179 -0.77872  0.208
H: -2.90564 -2.51208 0.17826  0.214
H: -0.30344 -2.70491 0.42990  0.216
H: 1.58127 0.79122 1.95170  -0.176
H: 1.65982 0.99133 -1.76374  0.233
H: 2.17892 2.41946 -0.64995  0.236
H: 3.03571 0.92755 -0.71365  0.217
H: 2.08574 -2.32869 0.44788  0.227
H: 3.32563 -1.26445 -0.23067  0.228
H: 3.19994 -1.44993 1.44535  0.227

Its SMILES is C[C@@H]1C=CC=C1[SiH](C)C. For the strongest force on any atom, the calculation gives 3.98 eV/A. The calculation puts the HOMO-LUMO gap at 8.976 eV. The value obtained for the energy above the lowest of the compared OMol25 structures with the same formula, charge and spin is 1.816 eV.

2.
Computed, not measured: a molecular structure, C8H15Ag2Cl6NiO8P at a distorted geometry, with the ωB97M-V functional and the def2-TZVPD basis.

Last column: Mulliken spin population.
Element x y z (Å)
Ag: -1.13939 -3.34322 -1.30479  0.194
Ag: -2.70680 0.48249 0.10776  0.012
Ni: -2.28475 -2.27353 1.53369  1.670
P: -3.66485 -1.75598 -1.50503  -0.069
O: -5.21328 -1.66349 -1.68210  0.697
O: -3.31281 -0.33327 -1.92010  0.360
O: -2.90175 -2.85570 -2.27770  0.044
O: -3.29138 -1.70357 0.00158  0.094
C: -2.84275 -5.26132 1.27827  -0.001
O: -2.04599 -4.19452 0.86887  0.174
H: -2.87150 -6.06218 0.54094  0.008
H: -2.60763 -5.58349 2.30504  0.000
H: -3.88395 -4.94541 1.48487  0.008
C: -0.11335 -0.87805 -0.36633  -0.007
O: -0.50485 0.32423 -0.34616  0.065
O: 0.19738 -1.59141 -1.37053  0.468
O: -0.68947 -1.67428 0.47761  0.283
Cl: 0.89825 4.36893 1.57845  0.000
C: 0.95137 3.57760 -0.01545  0.000
C: 1.13024 4.60717 -1.11594  0.000
Cl: -0.33134 5.53275 -1.45623  0.000
H: 0.07149 2.97365 -0.23230  -0.001
H: 1.80567 2.90333 0.02954  0.000
H: 1.32841 4.07276 -2.04451  0.000
H: 1.90180 5.33828 -0.89655  0.000
Cl: 3.92075 1.92744 -1.81698  0.000
C: 2.70552 0.58775 -1.69294  -0.007
C: 2.54715 -0.01122 -3.08985  0.004
Cl: 4.01674 -0.70295 -3.82141  0.001
H: 1.75136 1.02675 -1.41314  0.001
H: 3.07184 -0.10482 -0.94378  0.002
H: 2.16505 0.72211 -3.79147  0.000
H: 1.87060 -0.85740 -2.98664  0.000
Cl: 2.75218 0.17050 1.98420  0.000
C: 1.14712 0.45642 2.62908  -0.003
C: 1.13423 1.46950 3.77501  0.000
Cl: 2.10069 0.89710 5.15798  0.000
H: 0.79729 -0.51691 2.97062  0.001
H: 0.50725 0.83166 1.83313  0.002
H: 0.11788 1.62615 4.12994  0.000
H: 1.51558 2.41616 3.40337  0.000

For the strongest force on any atom, the calculation gives 5.73 eV/A. The calculation puts the HOMO-LUMO gap (spin up / spin down) at 7.718 / 5.740 eV. The multiplicity is 5. The value obtained for the energy above the lowest of the compared OMol25 structures with the same formula, charge and spin is 0.000 eV.

3.
Computed, not measured: a molecular structure, C8H15BF2IrN2O6P2 at a distorted geometry, with the ωB97M-V functional and the def2-TZVPD basis.

Last column: Mulliken spin population.
Element x y z (Å)
Ir: -1.02018 -0.39561 0.04950  0.789
N: 2.58625 -1.84484 2.54356  -0.001
C: 1.28291 -1.56506 1.81270  0.023
C: 0.61495 -2.90590 1.47026  0.016
P: 1.79942 -0.63046 0.26439  -0.006
O: 1.39718 0.90479 0.47056  0.002
O: 3.22802 -0.85786 0.05907  0.013
O: 0.67084 -1.08177 -0.73676  0.140
P: 0.10638 -0.67592 2.94972  0.001
O: 0.98004 0.59637 3.34577  -0.002
O: -0.30461 -1.51783 4.06209  -0.001
O: -1.02239 -0.11915 1.98039  0.042
H: 3.36753 -1.63208 1.89523  0.000
H: 2.64842 -2.82514 2.82734  0.000
H: 2.69499 -1.26915 3.38319  0.000
H: 1.21649 -3.49092 0.77277  0.004
H: -0.36617 -2.77039 1.00868  -0.011
H: 0.44239 -3.47084 2.38796  0.001
H: 2.12678 1.45370 0.80237  0.000
H: 0.77530 0.93995 4.23253  0.000
F: -3.51897 -0.89965 -1.30607  0.005
B: -2.53488 -1.54763 -0.72298  -0.009
F: -2.51172 -2.83521 -0.58013  0.002
N: -1.83739 1.40687 -0.26124  0.025
C: -1.33099 1.75601 -1.55988  -0.011
C: -0.16138 2.52224 -1.64464  0.008
C: 0.32033 2.85882 -2.88677  0.002
C: -0.35202 2.43420 -4.03787  -0.015
C: -1.51074 1.67520 -3.94817  0.003
C: -2.01706 1.33091 -2.70907  -0.025
H: -1.53061 2.00156 0.51295  0.001
H: -2.85408 1.28725 -0.22543  0.005
H: 0.33428 2.85967 -0.74720  0.001
H: 1.21102 3.46516 -2.97575  0.000
H: 0.02811 2.71600 -5.01082  0.000
H: -2.03029 1.36761 -4.84480  0.000
H: -2.92815 0.75909 -2.63345  -0.001

As for the charge: +2. For the strongest force on any atom, the calculation gives 1.74 eV/A. The calculation puts the HOMO-LUMO gap (spin up / spin down) at 6.628 / 6.546 eV. The multiplicity is 2. The value obtained for the energy above the lowest of the compared OMol25 structures with the same formula, charge and spin is 0.000 eV.

What did the second record say?
Computed, not measured: a molecular structure, C8H15Ag2Cl6NiO8P at a distorted geometry, with the ωB97M-V functional and the def2-TZVPD basis.

Last column: Mulliken spin population.
Element x y z (Å)
Ag: -1.13939 -3.34322 -1.30479  0.194
Ag: -2.70680 0.48249 0.10776  0.012
Ni: -2.28475 -2.27353 1.53369  1.670
P: -3.66485 -1.75598 -1.50503  -0.069
O: -5.21328 -1.66349 -1.68210  0.697
O: -3.31281 -0.33327 -1.92010  0.360
O: -2.90175 -2.85570 -2.27770  0.044
O: -3.29138 -1.70357 0.00158  0.094
C: -2.84275 -5.26132 1.27827  -0.001
O: -2.04599 -4.19452 0.86887  0.174
H: -2.87150 -6.06218 0.54094  0.008
H: -2.60763 -5.58349 2.30504  0.000
H: -3.88395 -4.94541 1.48487  0.008
C: -0.11335 -0.87805 -0.36633  -0.007
O: -0.50485 0.32423 -0.34616  0.065
O: 0.19738 -1.59141 -1.37053  0.468
O: -0.68947 -1.67428 0.47761  0.283
Cl: 0.89825 4.36893 1.57845  0.000
C: 0.95137 3.57760 -0.01545  0.000
C: 1.13024 4.60717 -1.11594  0.000
Cl: -0.33134 5.53275 -1.45623  0.000
H: 0.07149 2.97365 -0.23230  -0.001
H: 1.80567 2.90333 0.02954  0.000
H: 1.32841 4.07276 -2.04451  0.000
H: 1.90180 5.33828 -0.89655  0.000
Cl: 3.92075 1.92744 -1.81698  0.000
C: 2.70552 0.58775 -1.69294  -0.007
C: 2.54715 -0.01122 -3.08985  0.004
Cl: 4.01674 -0.70295 -3.82141  0.001
H: 1.75136 1.02675 -1.41314  0.001
H: 3.07184 -0.10482 -0.94378  0.002
H: 2.16505 0.72211 -3.79147  0.000
H: 1.87060 -0.85740 -2.98664  0.000
Cl: 2.75218 0.17050 1.98420  0.000
C: 1.14712 0.45642 2.62908  -0.003
C: 1.13423 1.46950 3.77501  0.000
Cl: 2.10069 0.89710 5.15798  0.000
H: 0.79729 -0.51691 2.97062  0.001
H: 0.50725 0.83166 1.83313  0.002
H: 0.11788 1.62615 4.12994  0.000
H: 1.51558 2.41616 3.40337  0.000

For the strongest force on any atom, the calculation gives 5.73 eV/A. The calculation puts the HOMO-LUMO gap (spin up / spin down) at 7.718 / 5.740 eV. The multiplicity is 5. The value obtained for the energy above the lowest of the compared OMol25 structures with the same formula, charge and spin is 0.000 eV.

What did the first record say?
Computed, not measured: a single C8H14Si molecule at a distorted geometry, with the ωB97M-V functional and the def2-TZVPD basis.

Last column: natural (NBO) charge in e.
Element x y z (Å)
C: -1.89186 1.94875 0.15486  -0.608
C: -1.39115 0.43438 -0.38896  -0.305
C: -2.54730 -0.51673 -0.43872  -0.140
C: -2.23211 -1.73873 -0.00121  -0.266
C: -0.83240 -1.79639 0.26731  -0.174
C: -0.27180 -0.52680 0.13987  -0.465
Si: 1.36855 0.13329 0.63964  1.349
C: 2.09196 1.28987 -0.74291  -1.067
C: 2.57388 -1.37911 0.47895  -1.068
H: -1.87632 1.84052 1.30329  0.216
H: -2.98075 2.18542 -0.07763  0.226
H: -1.11521 2.71798 -0.20694  0.224
H: -1.19641 0.64983 -1.44391  0.248
H: -3.55701 -0.11179 -0.77872  0.208
H: -2.90564 -2.51208 0.17826  0.214
H: -0.30344 -2.70491 0.42990  0.216
H: 1.58127 0.79122 1.95170  -0.176
H: 1.65982 0.99133 -1.76374  0.233
H: 2.17892 2.41946 -0.64995  0.236
H: 3.03571 0.92755 -0.71365  0.217
H: 2.08574 -2.32869 0.44788  0.227
H: 3.32563 -1.26445 -0.23067  0.228
H: 3.19994 -1.44993 1.44535  0.227

Its SMILES is C[C@@H]1C=CC=C1[SiH](C)C. For the strongest force on any atom, the calculation gives 3.98 eV/A. The calculation puts the HOMO-LUMO gap at 8.976 eV. The value obtained for the energy above the lowest of the compared OMol25 structures with the same formula, charge and spin is 1.816 eV.